<one>
One molecule with the formula C22H27N3O3, computed with ωB97M-V/def2-TZVPD.

Results
SMILES string	O=C(CN1C(=O)[C@@H]2[C@H]3CC[C@H](C3)[C@@H]2C1=O)N1CCN(Cc2ccccc2)CC1
HOMO energy	-8.58	eV
LUMO energy	0.77	eV

Each line ends with the Mulliken charge.
Element x y z (Å)
O 1.543 2.404 0.776  -0.722
C 0.786 2.235 -0.165  0.706
N -0.533 2.481 -0.093  0.180
C -1.525 2.058 -1.066  -0.674
H -1.608 2.789 -1.881  0.196
C -2.879 1.872 -0.373  -1.043
N -2.632 1.165 0.862  0.556
C -1.973 2.006 1.841  -0.797
C -1.073 3.027 1.135  -1.062
H -1.639 3.931 0.887  0.409
H -0.234 3.303 1.775  0.422
H -1.372 1.358 2.487  0.423
H -2.694 2.553 2.475  0.292
C -3.769 0.442 1.385  -1.187
C -4.144 -0.705 0.484  0.507
C -5.473 -1.064 0.303  -0.599
C -5.807 -2.134 -0.508  -0.568
C -4.815 -2.852 -1.153  -0.440
C -3.488 -2.495 -0.980  -0.584
C -3.151 -1.431 -0.164  -0.117
H -2.119 -1.146 -0.034  0.494
H -2.708 -3.049 -1.482  0.417
H -5.076 -3.685 -1.789  0.379
H -6.845 -2.405 -0.640  0.378
H -6.252 -0.503 0.802  0.363
H -3.475 0.038 2.361  0.415
H -4.644 1.099 1.549  0.366
H -3.518 1.260 -1.010  0.503
H -3.386 2.841 -0.214  0.315
H -1.233 1.084 -1.464  0.514
C 1.364 1.753 -1.504  -1.083
N 2.073 0.520 -1.249  0.185
C 3.453 0.427 -1.251  0.175
O 4.189 1.296 -1.633  -0.667
C 3.817 -0.938 -0.710  -0.083
H 4.461 -1.458 -1.421  0.524
C 2.477 -1.623 -0.416  0.145
C 1.427 -0.611 -0.807  -0.323
O 0.228 -0.727 -0.758  -0.601
H 2.306 -2.563 -0.942  0.579
C 2.508 -1.820 1.113  -0.161
H 1.522 -1.990 1.540  0.599
C 3.259 -0.572 1.577  -0.831
H 3.511 -0.608 2.635  0.447
H 2.746 0.365 1.369  0.101
C 4.471 -0.827 0.681  -0.198
H 5.272 -0.092 0.717  0.536
C 4.882 -2.242 1.109  -0.913
H 5.443 -2.756 0.330  0.412
H 5.508 -2.199 2.000  0.390
C 3.530 -2.924 1.410  -0.961
H 3.365 -3.808 0.796  0.405
H 3.465 -3.226 2.455  0.376
H 0.617 1.606 -2.282  0.459
H 2.112 2.482 -1.831  0.446

<two>
One molecule with the formula C22H27N3O3, computed with ωB97M-V/def2-TZVPD.

Results
SMILES string	CC[C@@H](Oc1ccccc1)C(=O)Nc1ccccc1C(=O)N1CCN(C)CC1
HOMO energy	-8.70	eV
LUMO energy	0.78	eV

Each line ends with the Mulliken charge.
Element x y z (Å)
C -2.041 2.017 -3.822  -1.284
C -0.726 1.597 -3.180  -0.364
H -0.088 1.106 -3.919  0.453
H -0.189 2.472 -2.807  0.330
C -0.946 0.624 -2.007  0.120
C -1.529 1.403 -0.820  -0.008
O -2.710 1.669 -0.752  -0.666
N -0.588 1.754 0.083  0.179
C -0.773 2.408 1.305  0.388
C -1.809 3.308 1.522  -0.487
C -1.922 3.943 2.746  -0.627
C -1.008 3.693 3.757  -0.671
C 0.013 2.781 3.553  -0.064
C 0.130 2.125 2.337  0.266
C 1.224 1.132 2.077  -0.059
O 2.176 1.401 1.360  -0.666
N 1.080 -0.069 2.677  0.119
C -0.142 -0.551 3.275  -0.953
H 0.114 -1.082 4.198  0.421
C -0.830 -1.523 2.314  -0.283
N 0.067 -2.624 2.013  -0.175
C -0.572 -3.629 1.193  -0.969
H -0.878 -3.242 0.208  0.277
H -1.455 -4.003 1.710  0.339
H 0.120 -4.455 1.040  0.339
C 1.281 -2.123 1.392  -0.263
C 1.982 -1.150 2.339  -1.364
H 2.268 -1.668 3.259  0.350
H 2.866 -0.720 1.865  0.535
H 1.061 -1.608 0.441  0.034
H 1.940 -2.968 1.181  0.625
H -1.130 -0.977 1.399  0.036
H -1.730 -1.925 2.784  0.545
H -0.806 0.281 3.509  0.461
H 0.724 2.569 4.339  0.465
H -1.094 4.202 4.705  0.408
H -2.726 4.645 2.907  0.396
H -2.517 3.498 0.733  0.469
H 0.348 1.400 -0.085  0.178
O 0.272 0.034 -1.586  -0.180
C 0.906 -0.889 -2.374  0.243
C 2.225 -1.167 -2.013  -0.179
C 2.946 -2.120 -2.701  -0.638
C 2.370 -2.803 -3.760  -0.586
C 1.067 -2.520 -4.124  -0.659
C 0.329 -1.568 -3.440  -0.325
H -0.686 -1.369 -3.745  0.361
H 0.610 -3.043 -4.951  0.391
H 2.935 -3.547 -4.300  0.393
H 3.966 -2.327 -2.412  0.414
H 2.662 -0.616 -1.194  0.487
H -1.681 -0.142 -2.287  0.427
H -2.712 2.432 -3.075  0.304
H -1.861 2.768 -4.587  0.396
H -2.532 1.164 -4.284  0.318

Quick one: most stable of them? <one>

<one>
One molecule with the formula C2H4ClNO, computed with ωB97M-V/def2-TZVPD.

Results
SMILES string	O/N=C/CCl
HOMO energy	-9.14	eV
LUMO energy	-0.01	eV

Each line ends with the Mulliken charge.
Element x y z (Å)
C -0.332 0.258 0.220  -0.174
C 0.813 -0.400 0.940  -0.236
H -0.935 0.949 -2.662  0.356
H -1.413 0.525 0.500  0.321
H 1.616 0.075 0.535  0.355
H 0.680 -1.485 0.950  0.218
N 0.102 0.123 -1.268  -0.269
O -1.115 0.264 -1.851  -0.361
Cl 0.585 -0.308 2.637  -0.210

<two>
A 2-piece molecular cluster, C2H4ClNO overall, computed with ωB97M-V/def2-TZVPD.

Results
HOMO energy (spin up / spin down)	-7.80 / -8.74	eV
LUMO energy (spin up / spin down)	0.10 / -0.36	eV

Each line ends with the Mulliken charge.
Element x y z (Å)
C -1.104 0.016 0.344  -0.772
C -0.024 -0.782 -0.310  -0.271
N 1.482 1.493 -0.684  0.156
O 2.526 1.207 -0.232  -0.156
Cl 1.345 -1.296 0.617  -0.144
H -1.807 -0.667 0.930  0.278
H -0.591 0.699 1.071  0.275
H -1.854 0.415 -0.340  0.265
H 0.027 -1.086 -1.396  0.370

Quick one: most stable of them? <two>

<one>
A 2-piece molecular cluster, C3H7IN overall, computed with ωB97M-V/def2-TZVPD.

Results
net charge	+1
2S+1	3
HOMO energy (spin up / spin down)	-12.56 / -13.50	eV
LUMO energy (spin up / spin down)	-4.74 / -9.41	eV

Each line ends with the Mulliken charge.
Element x y z (Å)
C -0.509 0.928 0.574  -0.503
C -1.026 -0.290 -0.173  -0.255
C 2.456 -1.135 0.353  -0.628
N 0.074 -0.350 0.818  -0.292
I 2.049 -2.950 -0.549  0.733
H -0.022 1.728 0.129  0.217
H -1.014 1.466 1.316  0.260
H -1.977 -0.759 0.257  0.237
H -0.638 -0.500 -1.224  0.243
H 2.516 -0.343 -0.387  0.353
H 2.676 -0.975 1.475  0.394
H -0.266 -0.715 1.725  0.241

<two>
An isolated ion of composition C3H7IN and charge +1, computed with ωB97M-V/def2-TZVPD.

Results
net charge	+1
2S+1	3
HOMO energy (spin up / spin down)	-10.39 / -14.66	eV
LUMO energy (spin up / spin down)	-3.22 / -7.85	eV

Each line ends with the Mulliken charge.
Element x y z (Å)
C 0.088 -0.327 -0.338  0.013
C 1.055 0.110 0.685  -0.250
C -1.282 -0.878 -0.001  -1.100
N 0.298 1.107 -0.113  -0.245
I 3.100 -0.097 0.015  0.346
H 0.575 -0.665 -1.352  0.286
H 0.913 0.219 1.808  0.406
H -1.770 -0.336 0.825  0.304
H -1.308 -2.017 0.081  0.322
H -1.853 -0.564 -1.018  0.297
H 0.642 1.729 -0.889  0.327
H -0.457 1.718 0.298  0.293

Quick one: most stable of them? <two>

<one>
A 2-piece molecular cluster, C4H11NO2 overall, computed with ωB97M-V/def2-TZVPD.

Results
net charge	+1
2S+1	2
HOMO energy (spin up / spin down)	-15.23 / -15.21	eV
LUMO energy (spin up / spin down)	-4.12 / -9.08	eV

Each line ends with the Mulliken charge.
Element x y z (Å)
C 1.320 -1.386 0.824  -1.017
C 0.027 -0.703 1.121  -0.461
C -0.740 -0.334 -0.236  -0.282
C -1.984 0.453 0.127  0.590
N -1.852 1.851 0.187  -0.371
O -3.077 -0.103 0.240  -0.158
H 1.237 -2.409 0.391  0.341
H 1.637 -1.584 1.848  0.341
H 2.294 -0.917 0.338  0.261
H -0.647 -1.210 1.712  0.416
H 0.288 0.275 1.845  0.272
H -0.002 0.225 -0.911  0.108
H -1.145 -1.227 -0.801  0.386
H -0.930 2.444 0.026  0.316
H -2.520 2.266 0.784  0.270
H 2.488 1.113 -1.982  0.311
H 1.931 0.413 -3.142  0.292
O 1.675 0.832 -2.372  -0.613

<two>
A 2-piece molecular cluster, C4H11NO2 overall, computed with ωB97M-V/def2-TZVPD.

Results
net charge	+1
2S+1	2
HOMO energy (spin up / spin down)	-14.08 / -14.07	eV
LUMO energy (spin up / spin down)	-4.09 / -9.10	eV

Each line ends with the Mulliken charge.
Element x y z (Å)
C -0.414 1.306 1.531  -0.786
C 0.912 1.720 0.751  0.729
O 1.372 2.708 1.244  -0.116
N 1.176 1.062 -0.384  -0.196
H -0.800 0.393 1.260  0.259
H -1.151 2.004 1.286  0.338
H 2.006 1.199 -0.862  0.240
H 0.543 0.464 -0.856  0.200
H -0.271 1.291 2.665  0.354
C -1.269 -1.803 -1.238  -0.239
C -0.367 -3.018 -1.514  -1.122
O -1.048 -1.120 -0.079  -0.538
H -1.120 -1.084 -2.030  0.275
H -2.325 -2.249 -1.357  0.231
H -0.195 -3.124 -2.556  0.360
H -0.630 -1.542 0.710  0.337
H -0.697 -3.879 -0.940  0.337
H 0.641 -2.845 -1.136  0.338

Quick one: most stable of them? <two>

<one>
One molecule with the formula C2H4F2Si, computed with ωB97M-V/def2-TZVPD.

Results
SMILES string	FC(F)=C[SiH3]
HOMO energy	-10.16	eV
LUMO energy	0.91	eV

Each line ends with the Mulliken charge.
Element x y z (Å)
C -0.686 -1.469 -0.414  -0.455
C -0.949 -2.284 0.623  0.423
F -1.491 -3.467 0.747  -0.207
F -0.560 -1.949 1.895  -0.220
Si 0.526 -0.014 0.074  0.378
H -1.135 -1.796 -1.383  0.358
H 0.567 0.513 1.557  -0.086
H 0.277 1.141 -0.829  -0.112
H 2.040 -0.384 0.079  -0.079

<two>
One molecule with the formula C2H4F2Si, computed with ωB97M-V/def2-TZVPD.

Results
SMILES string	C=C[SiH](F)F
HOMO energy	-10.46	eV
LUMO energy	1.00	eV

Each line ends with the Mulliken charge.
Element x y z (Å)
C 1.571 -0.045 -0.146  -0.606
C 0.577 0.092 0.717  -0.263
F -1.755 -1.357 -0.759  -0.266
F -2.574 0.457 0.859  -0.223
Si -1.395 0.085 -0.135  0.730
H 2.575 0.040 0.169  0.280
H 1.296 -0.092 -1.250  0.147
H 0.803 -0.002 1.818  0.310
H -1.100 0.822 -1.274  -0.110

Quick one: most stable of them? <two>

<one>
A 2-piece molecular cluster, CH3FN2O2 overall, computed with ωB97M-V/def2-TZVPD.

Results
SMILES string	C=N[N+](=O)[O-].F
HOMO energy	-11.61	eV
LUMO energy	-0.31	eV

Each line ends with the Mulliken charge.
Element x y z (Å)
C 0.619 0.333 -0.127  -0.209
N 1.244 -0.708 0.153  -0.366
N 0.856 -1.951 -0.377  1.062
O 1.567 -2.468 -1.171  -0.517
O -0.171 -2.397 0.115  -0.610
F -1.823 -0.418 0.665  -0.408
H 0.929 1.157 0.575  0.280
H -1.356 -1.118 0.330  0.462
H -0.146 0.520 -0.944  0.306

<two>
A 2-piece molecular cluster, CH3FN2O2 overall, computed with ωB97M-V/def2-TZVPD.

Results
SMILES string	C=NF.O=NO
HOMO energy	-10.49	eV
LUMO energy	-0.04	eV

Each line ends with the Mulliken charge.
Element x y z (Å)
C 0.936 0.081 1.730  -0.162
N 0.060 -0.531 1.031  -0.273
N 2.529 -0.924 -0.692  0.374
O 2.584 -1.720 -1.954  -0.455
O 3.216 0.022 -0.770  -0.302
F 0.643 -1.682 0.540  -0.124
H 1.850 -0.182 2.208  0.335
H 0.513 1.166 1.981  0.243
H 2.453 -2.699 -1.688  0.364

<three>
One molecule with the formula CH3FN2O2, computed with ωB97M-V/def2-TZVPD.

Results
SMILES string	CN(F)[N+](=O)[O-]
HOMO energy	-10.91	eV
LUMO energy	0.20	eV

Each line ends with the Mulliken charge.
Element x y z (Å)
C -0.155 -0.045 0.241  -0.624
N -0.873 -1.239 0.700  -0.013
N -0.076 -2.523 0.667  1.113
O 1.087 -2.414 0.589  -0.565
O -0.740 -3.494 0.717  -0.556
F -1.925 -1.376 -0.230  -0.198
H 1.002 -0.182 0.094  0.258
H -0.690 0.347 -0.689  0.331
H -0.071 0.595 1.164  0.254

Quick one: most stable of them? <one>

<one>
C3H6FN as an isolated structure, computed with ωB97M-V/def2-TZVPD.

Results
HOMO energy	-10.01	eV
LUMO energy	0.77	eV

Each line ends with the Mulliken charge.
Element x y z (Å)
C 0.527 1.660 0.299  0.478
C 0.729 -1.408 0.413  -0.619
C 0.513 -1.279 -0.934  -0.495
N 1.173 1.838 -0.614  -0.314
F -0.010 1.425 1.401  -0.151
H -2.998 1.347 0.338  0.119
H 1.616 -0.966 0.892  0.311
H 0.225 -2.223 0.995  0.234
H -2.456 1.890 0.095  -0.120
H 1.187 -0.693 -1.512  0.343
H -0.505 -1.592 -1.373  0.216

<two>
One molecule with the formula C3H6FN, computed with ωB97M-V/def2-TZVPD.

Results
SMILES string	C=C(F)CN
HOMO energy	-9.55	eV
LUMO energy	1.01	eV

Each line ends with the Mulliken charge.
Element x y z (Å)
C -0.370 -0.945 -0.070  -0.334
C 0.805 -0.174 0.071  0.573
C 1.012 1.150 -0.022  -0.930
H -1.483 0.684 -0.627  0.259
H -1.631 0.258 0.989  0.280
H -0.541 -1.773 0.752  0.273
H -0.313 -1.527 -1.024  0.247
H 1.998 1.484 0.037  0.300
H 0.240 1.898 -0.101  0.241
N -1.576 -0.124 -0.014  -0.644
F 1.860 -0.931 0.010  -0.264

Quick one: most stable of them? <two>